(1)
This record from OMol25 describes 2 unconnected molecules or ions with the total composition C5H10O2. The level of theory is ωB97M-V/def2-TZVPD.

Geometry as XYZ:
```
17
Properties=species:S:1:pos:R:3:forces:R:3:lowdin_charge:R:1
C -2.28926 0.22049 -0.12057 0.0 0.1 0.0 -0.04
C -1.48641 -1.03687 -0.32028 -0.3 -0.1 0.0 -0.33
C -0.28285 -1.30449 0.46808 0.0 -0.1 0.1 -0.10
O -0.19023 -0.90128 -0.90962 0.1 0.0 -0.1 -0.10
H -3.08908 0.04045 0.60503 0.1 0.0 -0.1 0.09
H -1.65333 1.03020 0.24835 -0.1 -0.1 0.0 0.08
H -2.75232 0.54968 -1.05583 0.1 -0.1 0.1 0.09
H -2.02507 -1.88959 -0.73179 0.0 0.1 0.1 0.14
H 0.05816 -0.55456 1.18151 -0.1 -0.1 -0.1 0.11
H 0.05215 -2.32273 0.65755 -0.1 0.1 0.0 0.12
C 2.59114 0.31001 0.22813 0.0 0.0 0.0 -0.01
C 1.88452 1.43357 0.11431 0.2 0.1 0.2 -0.29
O 0.75305 1.62584 -0.59653 0.0 -0.2 -0.1 -0.02
H 2.32706 -0.60183 -0.29961 0.0 0.1 0.0 0.05
H 3.47668 0.29426 0.85131 -0.1 0.1 -0.1 0.05
H 2.17603 2.34805 0.62540 0.0 -0.1 0.0 0.11
H 0.44975 0.75880 -0.94545 0.1 0.2 0.1 0.06
```
Forces are in eV/Å.

Summary:
Total charge   0
Multiplicity   1
Electronic energy   -9440.2258 eV
SMILES   C[C@@H]1CO1.C=CO
Frontier orbital gap   9.756 eV

***

(2)
This record from OMol25 describes 2 unconnected molecules or ions with the total composition C6H6IO at a distorted geometry. The level of theory is ωB97M-V/def2-TZVPD.

Geometry as XYZ:
```
14
Properties=species:S:1:pos:R:3:forces:R:3:lowdin_charge:R:1
O -0.31378 -0.41433 2.18156 0.4 -0.4 -0.9 0.00
C -0.03923 0.89329 -1.76310 0.0 0.1 -0.3 -0.14
C -0.67890 1.66049 -0.78806 -0.1 0.1 0.0 -0.12
C 0.51903 -0.33453 -1.41150 0.0 0.0 0.1 -0.10
C -0.76235 1.20923 0.52686 -0.1 0.3 0.0 -0.04
C 0.43993 -0.79405 -0.09670 0.2 -0.3 -0.2 -0.03
C -0.20136 -0.02076 0.87191 -0.1 -0.1 0.6 -0.32
H 0.12372 -1.29462 2.28062 -0.2 0.3 0.2 -0.02
H 0.02394 1.25343 -2.79842 0.0 -0.2 0.5 0.09
H -1.12232 2.62930 -1.05342 0.2 -0.4 0.1 0.10
H 1.02527 -0.94890 -2.16772 -0.2 0.3 0.4 0.10
H -1.26227 1.80152 1.30460 0.2 -0.3 -0.4 0.11
H 0.88022 -1.76149 0.17862 -0.2 0.4 0.0 0.07
I 1.36812 -3.87856 2.73474 -0.1 0.2 -0.1 -0.70
```
Forces are in eV/Å.

Summary:
Total charge   -1
Multiplicity   1
Electronic energy   -16470.4046 eV
Frontier orbital gap   7.170 eV

***

(3)
This record from OMol25 describes 8 unconnected molecules or ions with the total composition C13H34O9 at a distorted geometry. The level of theory is ωB97M-V/def2-TZVPD.

Geometry as XYZ:
```
56
Properties=species:S:1:pos:R:3:forces:R:3:lowdin_charge:R:1
O 1.77860 -0.51735 0.15598 0.7 -0.4 1.9 -0.01
C 0.63223 -0.17172 -0.45944 -1.0 2.1 -2.0 -0.25
C 0.44894 -0.18987 -1.92841 -5.2 3.4 8.4 0.04
C -0.70408 0.34873 -2.46689 1.3 -0.2 4.2 -0.01
C -1.65740 0.98345 -1.66910 1.4 0.0 0.9 -0.39
O -2.73201 1.48341 -2.26761 -2.4 -1.0 -2.1 0.01
C -1.42729 1.12793 -0.25974 -1.7 0.9 1.6 -0.03
C -0.29695 0.57975 0.39275 0.1 -1.6 -7.1 -0.01
H 2.53300 -1.06763 -0.14107 -1.1 0.1 -1.2 0.09
H 1.06831 -0.63627 -2.46501 5.5 -3.8 -4.7 0.02
H -0.71870 0.22842 -3.45975 -1.0 0.1 -3.8 0.08
H -3.07783 0.84072 -3.03894 0.9 1.8 2.1 0.14
H -2.25184 1.67561 0.47335 2.1 -1.5 -2.4 0.18
H -0.21664 0.35850 1.36013 0.3 0.1 4.0 0.04
C -0.10017 4.12969 1.58270 -0.2 0.1 2.6 -0.21
O -0.15298 4.56350 0.22022 0.8 2.7 1.4 -0.17
H 0.19248 5.09599 2.30339 -1.0 -2.8 -1.6 0.13
H 0.56418 3.24133 1.91490 -0.1 1.6 -1.4 0.08
H -1.08982 3.63857 1.81075 0.5 1.2 0.3 0.06
H -0.12237 5.58056 0.38649 -0.1 -2.8 -1.3 0.13
C -3.80885 -1.52869 -4.33871 2.2 -1.6 -0.4 -0.19
O -4.01444 -0.17078 -4.26029 -0.7 3.3 0.0 -0.18
H -4.40735 -2.06265 -3.54651 -0.6 0.0 -1.8 0.09
H -2.79154 -1.80824 -3.82381 -1.2 1.0 -1.5 0.10
H -3.73657 -1.67800 -5.51099 -0.5 -1.3 2.6 0.13
H -4.60284 0.24324 -4.95419 1.0 -1.3 1.2 0.13
C -1.46557 -1.85329 3.69047 -0.5 6.6 2.6 -0.10
O -1.30750 -1.68510 5.15833 -0.9 -1.5 -1.2 -0.15
H -0.60279 -2.13706 3.25328 3.1 -1.4 -0.8 0.01
H -1.48317 -0.64273 3.41206 -0.7 -3.2 -0.2 0.13
H -2.23293 -2.44443 3.30189 -1.7 -0.7 0.0 0.04
H -2.18169 -1.84417 5.56204 0.7 0.1 -0.3 0.07
C 3.52140 -1.94152 2.86062 -0.3 0.2 3.6 -0.21
O 2.29561 -2.61673 2.56191 -1.6 4.8 -1.8 -0.17
H 3.30013 -1.00526 3.38381 0.1 1.0 -1.5 0.08
H 4.42683 -1.98985 2.28748 -0.3 0.3 -1.4 0.04
H 3.93412 -2.26283 3.81939 -0.1 -1.6 0.2 0.07
H 1.69947 -1.69643 2.25101 2.2 -4.5 0.9 0.17
C -3.98059 -1.56123 0.77154 1.6 0.2 -1.9 -0.10
O -3.69226 -0.83919 -0.48355 -2.8 -2.0 1.6 -0.10
H -3.80392 -1.03765 1.66552 0.1 1.5 0.9 0.05
H -3.44335 -2.48385 0.93629 0.8 -0.4 -0.7 0.07
H -4.96666 -1.88123 0.74327 -2.1 -0.1 -0.3 0.05
H -2.81843 -0.53388 -0.49045 2.1 0.6 0.3 -0.02
C 5.09358 -2.01663 -0.85827 2.4 -0.7 2.4 -0.17
O 3.94143 -1.51692 -1.40634 -2.2 -1.9 1.0 -0.10
H 4.97949 -2.29746 0.35182 0.4 1.2 -3.2 0.12
H 6.00856 -1.38008 -1.11778 -1.2 -0.6 1.0 0.11
H 5.31429 -2.95940 -1.33644 0.0 -0.5 0.0 0.06
H 4.02253 -0.70069 -1.81103 0.6 2.5 -1.1 0.06
C 2.66647 2.88809 -0.51008 -0.4 -4.1 -3.3 -0.09
O 1.88932 3.18345 -1.73509 3.5 1.1 0.2 -0.12
H 2.26612 3.32547 0.30408 -1.3 1.7 2.7 0.01
H 3.76882 2.90532 -0.47399 -0.4 1.3 -1.2 0.09
H 2.56355 1.77837 -0.43767 -0.3 0.6 0.7 0.06
H 0.97906 2.95873 -1.66428 -1.0 -0.4 0.9 0.03
```
Forces are in eV/Å.

Summary:
Total charge   0
Multiplicity   1
Electronic energy   -32449.2120 eV
SMILES   Oc1ccc(O)cc1.CO.CO.CO.CO.CO.CO.CO
Frontier orbital gap   8.098 eV

***

(4)
This record from OMol25 describes a molecular structure, C48H108NO3P3 at a distorted geometry. The level of theory is ωB97M-V/def2-TZVPD.

Geometry as XYZ:
```
163
Properties=species:S:1:pos:R:3:forces:R:3:lowdin_charge:R:1
C -4.09579 -22.13641 -0.96034 -1.9 1.0 -0.1 -0.05
C -4.37906 -20.82641 -0.15425 -0.4 -1.7 3.0 -0.26
C -5.57756 -19.87638 -0.44101 -2.9 -5.5 1.2 -0.24
C -5.64937 -18.65836 0.56259 -4.6 -2.2 0.5 -0.27
P -7.22512 -18.38660 1.50752 -1.4 -0.3 0.4 1.17
C -7.32844 -19.57929 2.95254 -0.7 -0.7 -1.1 -0.22
C -8.01735 -21.01357 2.68027 -0.3 1.0 0.4 -0.20
C -8.31144 -21.89428 3.95097 1.3 0.7 -0.8 -0.24
C -8.96136 -23.26168 3.63809 -0.3 0.6 0.0 -0.09
C -8.71662 -18.32421 0.33241 -0.5 0.1 1.8 -0.20
C -10.13292 -17.98143 1.01609 1.3 -0.9 -0.5 -0.22
C -11.24051 -18.01626 0.00006 -1.1 -1.1 -0.9 -0.28
C -12.62081 -18.12872 0.67232 -0.5 1.5 -0.4 -0.10
C -7.16664 -16.64239 2.21496 -2.1 -3.9 3.0 -0.31
C -7.74004 -16.48775 3.62308 -0.1 0.1 -0.5 -0.18
C -7.97841 -15.00553 3.99868 0.0 -1.0 1.1 -0.28
C -8.70796 -14.86581 5.32811 -0.4 -1.1 0.5 -0.07
H -4.84555 -22.89035 -0.72048 0.2 -0.2 0.1 0.07
H -3.10260 -22.56027 -0.81197 0.0 0.3 0.1 0.09
H -4.27222 -21.93398 -2.01675 0.4 -0.1 -0.3 0.08
H -3.40257 -20.34314 -0.12223 -3.0 -1.0 1.8 0.00
H -4.53415 -21.09271 0.89128 -0.3 -0.6 0.4 0.11
H -6.43159 -20.54181 -0.31472 -0.8 0.0 -0.1 0.11
H -5.39929 -19.55178 -1.46618 -2.8 -1.6 -0.1 0.12
H -5.60793 -17.75739 -0.04949 -0.9 -0.6 0.6 0.06
H -4.85026 -18.59848 1.30147 -2.0 -2.7 -0.7 0.07
H -7.79746 -18.98604 3.73750 -0.2 -0.4 0.1 0.06
H -6.27874 -19.67450 3.23032 0.1 -0.3 0.1 0.09
H -7.45259 -21.49035 1.87913 0.4 -0.4 0.4 0.09
H -8.99514 -20.88794 2.21526 -0.1 0.5 -0.1 0.09
H -8.86242 -21.28308 4.66579 -0.9 -0.1 -0.3 0.10
H -7.38426 -21.93786 4.52241 0.4 -0.8 -0.2 0.10
H -9.88688 -23.15977 3.07141 -0.3 0.5 0.3 0.07
H -9.21396 -23.76713 4.57019 0.1 -0.1 -0.1 0.08
H -8.43685 -23.93889 2.96403 0.8 0.2 0.4 0.07
H -8.76651 -19.24307 -0.25183 0.0 0.0 0.1 0.09
H -8.51644 -17.43454 -0.26465 0.2 -0.9 -0.3 0.03
H -10.24474 -16.92628 1.26562 1.0 -0.1 1.0 0.11
H -10.34768 -18.64886 1.85067 0.1 0.1 0.2 0.10
H -11.25268 -18.80232 -0.75495 0.8 -0.4 0.1 0.11
H -11.07117 -17.09230 -0.55286 -0.8 0.1 -0.3 0.11
H -12.87275 -17.11679 0.98952 -0.1 -0.1 0.9 0.07
H -12.73094 -18.86322 1.47012 0.5 0.2 0.1 0.08
H -13.45946 -18.33166 0.00631 0.4 -0.3 -0.5 0.07
H -7.92185 -16.11553 1.63172 -0.2 -1.0 0.3 0.10
H -6.15160 -16.24678 2.17905 -1.3 -2.5 1.0 0.03
H -6.98399 -16.84416 4.32269 -0.5 -0.5 0.5 0.12
H -8.64058 -17.10010 3.57675 -0.3 0.2 0.9 0.10
H -8.42351 -14.30728 3.28985 -0.7 -1.0 -0.7 0.11
H -7.00328 -14.54308 4.15157 -1.4 -2.0 0.2 0.00
H -9.63008 -15.44668 5.30816 -0.3 0.2 -0.1 0.08
H -8.95593 -13.88181 5.72603 0.2 0.2 -0.5 0.08
H -8.14779 -15.37267 6.11386 0.3 0.0 0.1 0.08
C -0.67558 -19.80138 3.16149 0.1 -1.1 -1.7 -0.12
C -0.08612 -18.45608 2.95932 -0.6 2.7 0.7 -0.23
C -1.18731 -17.24793 2.99041 0.9 -1.3 0.5 -0.19
C -1.39269 -16.35542 1.73735 1.2 -0.1 0.4 -0.25
P -3.04160 -15.66514 1.65861 -1.9 -2.1 1.0 1.04
C -3.19168 -14.18108 0.79967 0.8 2.8 -0.2 -0.28
C -2.41974 -14.11927 -0.50338 1.0 0.9 -0.4 -0.21
C -1.69344 -12.79374 -0.91879 1.3 -0.5 1.5 -0.18
C -2.46917 -11.49672 -0.78348 11.3 -5.6 3.3 -0.09
C -4.19437 -16.82819 0.85307 2.8 1.9 0.2 -0.25
C -3.90599 -17.00400 -0.67728 3.6 -0.4 -1.4 -0.18
C -3.96303 -18.46146 -1.19837 3.4 1.7 0.6 -0.20
C -2.65024 -19.28534 -0.97055 1.8 1.1 -3.0 -0.10
C -3.69975 -15.40163 3.37846 0.4 -1.4 -1.5 -0.20
C -5.10275 -14.85106 3.36907 0.8 0.5 0.3 -0.27
C -5.10213 -13.34643 3.48731 -0.6 -0.5 -0.4 -0.21
C -6.42960 -12.90587 4.05047 0.5 3.8 0.4 -0.14
H 0.16872 -20.47350 3.00814 -0.2 -0.5 0.4 0.09
H -1.26323 -19.93804 2.25369 -0.6 -0.6 0.1 0.06
H -1.25000 -20.11978 4.03140 0.2 0.7 0.2 0.09
H 0.46237 -18.43154 2.01770 -0.1 0.0 -0.1 0.11
H 0.64487 -18.26923 3.74599 0.0 0.3 -0.1 0.10
H -0.93160 -16.62618 3.84840 0.0 0.2 -0.1 0.10
H -2.10563 -17.74673 3.30024 -0.2 0.0 -0.3 0.08
H -1.11067 -16.86045 0.81349 -0.5 -0.3 -0.1 0.09
H -0.67196 -15.53867 1.77696 0.0 0.3 0.1 0.11
H -2.82455 -13.49567 1.56355 0.4 0.6 -0.1 0.11
H -4.18338 -13.79062 0.57128 -0.4 -0.7 0.6 0.09
H -3.19756 -14.42712 -1.20218 0.7 -0.2 -0.7 0.09
H -1.56224 -14.79122 -0.46779 -0.4 -0.6 -0.4 0.10
H -1.22175 -12.98486 -1.88268 -0.5 0.3 -0.4 0.12
H -0.81552 -12.64221 -0.29077 0.3 -0.7 0.4 0.11
H -2.69895 -11.39405 0.27707 -1.0 -0.1 -0.1 0.15
H -3.26822 -11.64764 -1.50932 5.3 -5.2 -1.6 -0.01
H -1.84694 -10.61607 -0.94283 -0.1 -0.2 -0.8 0.13
H -5.17493 -16.38609 1.02960 1.1 -0.1 -0.2 0.05
H -4.20683 -17.76587 1.40869 2.4 2.6 0.2 0.07
H -2.92317 -16.62066 -0.95155 0.7 -0.2 0.6 0.09
H -4.50079 -16.31960 -1.28219 1.7 -1.4 0.5 0.07
H -4.29213 -18.62049 -2.22526 0.4 0.8 -0.4 0.15
H -4.82868 -18.85273 -0.66391 5.5 3.2 -2.0 -0.09
H -1.99650 -19.18587 -1.83706 0.9 1.6 0.2 0.10
H -2.65751 -20.36746 -1.10117 0.2 0.6 -1.1 0.05
H -2.15836 -19.20965 -0.00080 0.3 0.8 -0.1 0.09
H -2.98389 -14.83235 3.97139 -0.1 -0.1 0.1 0.11
H -3.82671 -16.41460 3.76039 0.7 -0.1 0.2 0.10
H -5.65543 -15.34880 4.16587 0.7 0.3 0.3 0.11
H -5.69309 -15.09989 2.48720 1.3 1.1 0.8 0.06
H -5.00155 -12.96285 2.47200 -0.2 0.3 -0.2 0.09
H -4.21842 -12.94148 3.98044 -0.2 -0.1 0.6 0.12
H -6.38590 -11.81790 4.00021 -0.4 0.4 -0.3 0.10
H -6.59292 -13.01963 5.12215 0.4 -0.6 0.1 0.11
H -7.30990 -13.30836 3.54931 1.1 2.0 -0.2 0.03
C -3.86057 -8.53980 -1.28852 0.0 0.5 -1.0 -0.08
C -4.60014 -9.52139 -2.22496 0.5 -0.6 1.1 -0.22
C -4.39742 -10.93735 -1.66465 -11.5 4.6 -3.4 -0.30
C -4.58544 -12.09765 -2.69756 -0.5 0.3 0.9 -0.20
P -6.30369 -12.51642 -3.13440 -1.1 0.7 0.6 1.06
C -6.88519 -11.40223 -4.46637 -1.1 -0.5 -0.2 -0.25
C -8.41467 -11.04276 -4.40798 0.3 1.7 -0.1 -0.23
C -8.76968 -9.96820 -5.50557 -0.5 -1.2 0.2 -0.24
C -8.63551 -10.55472 -6.92432 0.9 0.6 0.6 -0.10
C -6.34258 -14.24113 -3.65833 -1.2 0.7 -0.7 -0.25
C -7.69602 -14.64733 -4.32960 0.5 -1.0 -0.4 -0.22
C -7.58492 -16.07113 -4.97248 -1.1 0.7 0.7 -0.24
C -8.90174 -16.43973 -5.67911 0.1 0.2 -0.4 -0.11
C -7.43513 -12.44125 -1.64164 0.9 0.5 -0.9 -0.22
C -6.90187 -13.15771 -0.39366 -1.4 1.6 0.3 -0.23
C -7.45485 -12.35883 0.81845 -0.4 -0.5 -0.1 -0.22
C -9.00906 -12.33522 0.97370 1.7 -0.5 0.1 -0.06
H -2.85303 -8.89944 -1.07968 0.1 0.5 -0.3 0.06
H -4.28694 -8.27833 -0.32005 -0.6 -0.6 -0.1 0.08
H -3.87447 -7.60547 -1.84971 0.7 0.3 0.3 0.08
H -4.15813 -9.54700 -3.22098 -0.1 0.7 -0.2 0.11
H -5.63729 -9.18636 -2.23828 -0.2 -0.2 -0.6 0.10
H -5.12530 -10.94808 -0.85337 -0.5 -0.9 0.2 0.13
H -3.49068 -11.07845 -1.07642 -6.1 6.5 1.3 -0.16
H -4.24894 -13.06413 -2.32232 0.4 -0.2 0.4 0.07
H -3.96612 -11.92394 -3.57753 -0.3 0.1 -0.4 0.12
H -6.63285 -11.87897 -5.41355 -0.1 -0.4 -0.1 0.09
H -6.28924 -10.49263 -4.54102 -0.1 0.2 0.6 0.09
H -8.60831 -10.56776 -3.44622 0.2 0.2 0.2 0.09
H -9.17908 -11.81977 -4.41329 0.6 -0.7 -0.4 0.11
H -8.24195 -9.03912 -5.29013 0.3 -0.1 -0.4 0.11
H -9.82549 -9.71439 -5.41103 -0.1 0.0 0.4 0.10
H -7.58635 -10.72685 -7.16458 0.1 -0.1 -0.1 0.06
H -9.00712 -9.85897 -7.67662 -0.2 -0.2 0.0 0.08
H -9.13571 -11.52286 -6.94886 -0.2 0.1 -0.3 0.08
H -6.15875 -14.82575 -2.75693 0.3 -0.2 -0.3 0.07
H -5.55782 -14.29794 -4.41267 0.3 -0.5 0.1 0.11
H -7.99508 -13.97593 -5.13451 0.3 0.3 0.0 0.09
H -8.54681 -14.66025 -3.64835 0.2 0.1 0.4 0.11
H -7.44205 -16.79725 -4.17220 0.4 -0.1 0.0 0.10
H -6.72967 -16.09650 -5.64777 -0.1 -0.1 -0.1 0.11
H -9.78338 -16.53118 -5.04472 0.3 -0.1 0.6 0.07
H -8.80767 -17.38312 -6.21695 0.0 0.1 -0.1 0.08
H -9.21553 -15.66169 -6.37502 0.3 0.0 -0.4 0.07
H -8.42330 -12.80609 -1.92184 0.1 -0.4 -0.3 0.10
H -7.64431 -11.39467 -1.42024 0.4 0.3 -0.1 0.09
H -5.82194 -13.08309 -0.26607 0.1 -0.3 -0.5 0.09
H -7.28055 -14.17922 -0.35881 -0.1 2.8 -0.5 0.05
H -7.04262 -11.35264 0.74267 0.0 0.2 0.2 0.11
H -7.06765 -12.81965 1.72720 0.1 0.2 -0.2 0.06
H -9.49276 -11.68401 0.24565 -0.2 -0.2 0.2 0.07
H -9.21700 -12.05034 2.00506 -0.3 0.4 -0.2 0.07
H -9.29149 -13.38560 0.90271 -0.6 0.0 -0.3 0.07
N -6.78449 -15.72248 -0.20329 -2.3 1.3 2.7 -0.51
O -5.87281 -15.91111 -0.97849 -2.6 1.0 -0.6 -0.04
O -7.99269 -15.83965 -0.52878 0.8 0.2 -0.3 0.00
O -6.57146 -15.27760 0.99666 1.6 3.8 -7.9 -0.22
```
Forces are in eV/Å.

Summary:
Total charge   +2
Multiplicity   1
Electronic energy   -86984.3522 eV
Frontier orbital gap   7.635 eV